1.
83
Properties=species:S:1:pos:R:3:forces:R:3:mulliken_charge:R:1 method="wB97M-V/def2-TZVPD" orbital_gap_ev=6.842 charge=+1
Ta -1.004332 -0.512226 0.368170 -1.5 3.5 -0.2 -0.1833
S -1.501206 2.268528 3.992273 0.2 -0.1 0.1 -0.3293
C -0.148308 3.391054 3.805234 -0.2 -0.2 0.2 0.9988
C -0.013114 4.322383 4.829719 -0.1 0.0 0.0 -0.7771
C 0.943285 5.315670 4.759804 0.0 0.1 -0.1 -0.5963
C 1.794447 5.368937 3.668751 0.0 0.0 0.0 -0.7650
C 1.683560 4.425983 2.662267 0.0 0.0 0.0 -0.8583
C 0.702675 3.441699 2.705838 0.2 -0.3 -0.4 -0.3382
S 0.712399 2.259258 1.330022 -0.1 0.8 0.1 0.1589
C -0.320280 3.169475 0.124351 0.5 -0.4 0.2 -0.7369
C -1.798437 3.000372 0.312202 -0.2 0.1 0.0 0.0695
C -2.657342 3.961235 -0.207297 -0.1 -0.2 0.2 -0.8417
C -4.020002 3.788239 -0.052043 0.1 -0.1 0.1 -0.7681
C -4.476100 2.740598 0.734123 0.2 -0.1 0.0 -0.9288
C -3.558010 1.836768 1.257733 -0.1 0.2 -0.3 0.6887
C -4.000398 0.838458 2.283119 0.0 -0.7 0.0 -0.9843
S -3.287789 -0.860072 2.109365 -0.3 0.7 0.7 0.1305
C -2.711749 -1.282824 3.747601 -0.3 0.1 -0.2 0.2180
C -3.363743 -2.327369 4.387639 -0.1 0.1 0.0 -0.7574
C -2.919414 -2.763457 5.624543 0.0 0.0 0.0 -0.7215
C -1.833088 -2.154848 6.225676 0.0 0.0 0.0 -0.6672
C -1.161285 -1.131311 5.579425 -0.1 0.0 -0.1 -0.7159
C -1.591153 -0.698312 4.336241 0.3 0.4 -0.2 0.8033
S -0.602515 0.466833 3.421669 -0.4 0.5 0.4 0.2120
N -2.254285 1.921708 0.958802 0.3 -0.8 -0.6 0.9218
H -0.680693 4.258370 5.674685 0.0 0.0 0.1 0.4806
H 1.023266 6.041670 5.555133 0.0 0.0 0.1 0.4070
H 2.547324 6.137972 3.601407 0.1 0.1 0.0 0.4108
H 2.362304 4.445493 1.824355 0.1 0.0 -0.1 0.5219
H -0.022542 2.772061 -0.848449 0.0 0.1 -0.1 0.2442
H -0.050098 4.224754 0.169982 0.0 -0.1 -0.1 0.8759
H -2.262021 4.810118 -0.737874 0.1 0.1 -0.1 0.5788
H -4.715172 4.471346 -0.516876 -0.1 0.1 0.1 0.4621
H -5.529145 2.629794 0.931691 -0.1 -0.1 0.1 0.5175
H -5.083245 0.722795 2.258640 0.1 0.1 0.1 0.5617
H -3.693315 1.193867 3.268302 -0.1 0.0 -0.1 0.3313
H -4.214193 -2.791992 3.913736 -0.1 -0.1 0.0 0.5191
H -3.415465 -3.586534 6.109024 -0.1 -0.1 0.1 0.4335
H -1.481764 -2.495354 7.185247 0.0 -0.1 0.1 0.4259
H -0.288996 -0.678334 6.020594 0.1 0.1 0.1 0.5317
C 2.460167 -2.897587 -5.976967 -0.2 0.1 0.1 -2.1066
C 1.094873 -2.283403 -5.660217 0.0 -0.2 -0.1 2.0486
C 0.677673 -1.402127 -6.842699 0.1 -0.1 0.2 -1.7141
C 0.073820 -3.417568 -5.468448 0.2 0.1 -0.1 -1.6213
C 1.085364 -1.489371 -4.367175 -0.1 0.2 0.2 -0.2876
C -0.052775 -0.749970 -4.044339 0.0 0.1 0.0 -0.3886
C -0.133352 -0.199688 -2.793848 -0.2 0.3 0.5 0.2541
Br -1.654519 0.838855 -2.205949 0.0 0.2 -1.0 -0.0808
C 0.839287 -0.337537 -1.805411 0.3 -0.6 -2.2 0.2807
O 0.482576 0.007400 -0.549196 1.6 0.6 0.2 2.5523
C 2.053772 -0.939882 -2.174066 -0.3 0.2 0.6 -1.0282
C 2.122063 -1.515328 -3.440804 -0.1 0.0 -0.1 -0.3204
C 3.220338 -0.925223 -1.200872 0.1 -0.1 0.1 2.5612
C 4.486037 -1.531227 -1.809604 -0.3 0.1 0.1 -2.3954
C 2.866099 -1.721805 0.060334 0.0 0.1 -0.1 -1.6356
C 3.502551 0.544173 -0.851324 -0.1 -0.2 0.0 -1.5372
H 2.397605 -3.426598 -6.925421 0.0 0.0 -0.1 0.4560
H 2.761666 -3.619200 -5.221751 0.1 -0.1 0.1 0.3965
H 3.227557 -2.132895 -6.072296 0.1 0.1 0.0 0.4340
H 0.756140 -1.972231 -7.762229 0.0 -0.1 -0.2 0.4845
H 1.327042 -0.535170 -6.918954 0.1 0.2 -0.1 0.3884
H -0.348458 -1.064247 -6.749868 -0.2 0.1 0.0 0.2996
H 0.053022 -4.047067 -6.353014 0.0 -0.1 -0.1 0.4477
H -0.924389 -3.020086 -5.304413 -0.1 0.0 0.0 0.3754
H 0.341569 -4.031616 -4.610482 0.0 -0.1 0.1 0.3733
H -0.866800 -0.628836 -4.738373 -0.1 0.0 -0.1 0.4368
H 3.018440 -2.047269 -3.706583 0.2 0.0 0.0 0.7226
H 4.352783 -2.590196 -2.015118 0.0 -0.1 -0.1 0.4544
H 5.299250 -1.432698 -1.095896 0.1 0.0 0.1 0.4447
H 4.772212 -1.011464 -2.720970 0.1 0.0 -0.1 0.4629
H 2.617968 -2.750070 -0.193409 -0.1 -0.1 0.1 0.3831
H 2.028364 -1.281702 0.601192 0.2 -0.1 0.0 -0.1712
H 3.720538 -1.736470 0.730708 0.1 0.0 0.1 0.5998
H 3.704641 1.114512 -1.755415 0.1 0.1 -0.1 0.3608
H 4.371565 0.604349 -0.203934 0.2 0.0 0.1 0.4806
H 2.660386 0.995273 -0.331609 0.0 0.1 0.0 0.0802
F -0.912909 -4.909557 0.355854 -1.1 1.4 1.2 -0.5051
Te -1.117053 -3.157872 1.379750 3.2 -8.4 0.6 1.1451
F -2.579006 -1.084818 -0.397306 -0.8 -0.8 -0.6 -0.4956
F -0.803325 -3.644764 3.285194 -0.8 0.4 -1.7 -0.4721
F -0.502808 -2.499926 -0.638801 -0.8 2.1 1.5 -0.7297
F 0.762872 -3.582848 1.363304 -1.2 0.8 0.1 -0.3705
O -0.352910 -1.429052 1.755601 1.4 -0.1 0.6 -0.5972

2.
73
Properties=species:S:1:pos:R:3:forces:R:3:mulliken_charge:R:1 method="wB97M-V/def2-TZVPD" orbital_gap_ev=3.974
C -1.912940 3.738739 4.152149 0.0 -0.4 0.1 -0.8065
C -3.288729 4.099185 3.592572 0.0 0.4 0.0 -0.6335
N -3.578342 3.328077 2.413296 0.3 -0.1 0.0 -0.0012
C -4.903010 3.194697 1.845322 -0.4 0.0 -0.1 -0.7679
C -4.689485 2.278992 0.613206 -0.9 -0.1 -0.3 -0.5890
C -3.218128 2.018887 0.584093 1.1 -0.2 -0.3 0.1242
C -2.404989 1.257025 -0.223738 -0.2 0.1 0.3 -0.8499
C -0.987472 1.186639 0.020994 -0.2 0.3 0.3 0.2432
C -0.202989 0.264033 -0.724117 0.4 1.4 -0.4 -0.2619
C 1.200237 0.077218 -0.547344 0.6 -0.5 0.5 0.4067
C 2.024351 -0.228194 -1.685923 0.1 0.1 0.1 -0.4044
C 3.393235 -0.290138 -1.555075 -0.9 0.2 0.7 0.1695
C 3.968196 -0.043175 -0.292873 -0.2 -0.2 0.1 0.6006
N 5.312311 -0.172673 -0.332125 0.1 0.4 0.1 0.0191
C 6.140218 -0.132139 0.842944 0.1 -0.3 0.2 -0.6263
C 5.488028 0.732366 1.921237 0.0 0.3 -0.1 -0.7988
C 3.989164 0.449672 2.136983 0.0 -0.3 0.7 -0.8183
C 3.227025 0.217696 0.868819 -0.4 -0.1 -0.7 0.2224
C 1.843382 0.204780 0.731378 0.2 0.3 -0.5 -1.5730
C 5.769036 -0.658943 -1.617612 0.1 -0.3 -0.2 -0.8792
C 4.504026 -0.594071 -2.507485 0.4 0.0 -0.9 -0.5657
C -0.446709 2.092771 1.008029 -0.4 -0.4 0.4 -1.0271
C -1.258413 2.771764 1.907117 -0.1 -0.3 -0.8 -0.0424
C -2.639281 2.715624 1.663349 -0.1 -0.2 0.2 0.4326
C -0.818280 3.595243 3.078486 0.4 0.6 0.1 -0.8616
H -1.620034 4.501024 4.879913 0.0 -0.1 -0.1 0.3749
H -1.999231 2.787475 4.691571 0.0 0.1 -0.1 0.3324
H -4.072640 3.897588 4.337002 0.2 0.1 -0.1 0.3778
H -3.332855 5.178814 3.360961 0.0 -0.2 0.0 0.3016
H -5.599279 2.756949 2.575068 0.2 0.1 -0.1 0.3570
H -5.303495 4.178597 1.555783 0.1 -0.2 0.1 0.2992
H -5.267978 1.352356 0.715069 0.1 0.2 -0.1 0.2811
H -5.036503 2.786944 -0.295441 0.1 -0.2 0.1 0.2965
H -2.826606 0.682340 -1.046652 0.1 -0.1 0.2 0.5012
H -0.651582 -0.159944 -1.616746 0.1 0.1 0.2 0.6732
H 1.558797 -0.356789 -2.662171 0.0 -0.1 0.3 0.3753
H 6.310717 -1.154065 1.230760 0.0 0.2 -0.1 0.3125
H 7.119108 0.273820 0.553931 -0.1 -0.1 0.2 0.3665
H 6.027613 0.581085 2.860581 -0.1 0.1 -0.1 0.3810
H 5.609646 1.785821 1.641255 0.0 -0.1 0.0 0.3168
H 3.876500 -0.425214 2.793767 0.0 0.1 -0.1 0.3356
H 3.549208 1.297685 2.675075 0.1 -0.2 0.0 0.3128
H 1.228395 0.306647 1.626965 0.1 -0.1 -0.3 1.0069
H 6.592638 -0.041668 -2.001117 -0.2 -0.1 0.1 0.3284
H 6.144961 -1.691729 -1.531128 -0.1 0.2 0.0 0.3709
H 4.343213 -1.534963 -3.047565 0.0 0.2 0.1 0.1347
H 4.623241 0.199004 -3.259003 -0.1 -0.2 0.1 0.3050
H 0.630861 2.246334 1.069616 -0.3 -0.2 0.0 0.9542
H -0.517909 4.598274 2.738431 0.0 -0.2 0.1 0.3006
H 0.068124 3.137499 3.529550 -0.1 0.1 0.0 0.3690
C 2.244449 -3.284886 -4.317627 0.1 0.0 -0.4 -1.2603
C 1.454088 -3.600012 -3.075899 -0.1 0.4 -0.1 -0.1661
O 0.358516 -2.658283 -3.026907 0.8 -0.5 -0.1 -0.3255
C -0.510618 -2.953614 -2.012761 -1.1 0.4 0.7 0.4259
C -1.645258 -2.048280 -1.988066 1.0 -1.0 -0.5 -0.8819
C -2.875654 -2.472218 -1.433381 -1.2 0.0 0.7 0.5647
C -2.985297 -3.549636 -0.495378 -0.3 0.3 -0.1 -0.6866
C -4.192323 -3.857916 0.123357 -0.3 0.5 -0.5 -0.4362
C -5.351876 -3.126679 -0.187446 1.0 0.4 -0.6 -0.0113
Br -6.966001 -3.485081 0.720421 -0.3 -0.1 0.1 -0.2507
C -5.299591 -2.104811 -1.154929 0.1 -0.4 0.4 -0.5280
C -4.094181 -1.791059 -1.771718 0.5 -0.4 0.4 -0.4793
O -0.275556 -3.903511 -1.261120 0.0 0.5 -0.5 -0.7621
H 3.146390 -3.901717 -4.349115 0.0 0.0 0.0 0.3856
H 1.657954 -3.518370 -5.213666 0.1 0.1 0.1 0.3534
H 2.539716 -2.230417 -4.360107 -0.1 -0.1 0.0 0.2399
H 1.055152 -4.622678 -3.121612 0.2 0.3 0.2 0.4364
H 2.062046 -3.484882 -2.165863 -0.2 -0.2 -0.2 0.2279
H -1.692876 -1.315152 -2.790004 0.0 -0.2 -0.1 0.7850
H -2.093490 -4.127861 -0.273666 -0.3 0.2 0.0 0.4727
H -4.241336 -4.664816 0.848736 0.0 0.1 -0.1 0.4051
H -6.205632 -1.563753 -1.414335 0.1 -0.1 0.0 0.4177
H -4.053977 -1.022329 -2.548071 -0.1 -0.1 0.2 0.3972

3.
80
Properties=species:S:1:pos:R:3:forces:R:3:mulliken_charge:R:1 method="wB97M-V/def2-TZVPD" orbital_gap_ev=5.482 charge=+2
Hf -0.476452 0.834367 -0.586196 0.4 1.0 3.6 -0.5942
C -2.021271 1.678456 -7.216007 -0.3 -0.6 -0.5 -0.2353
C -2.198862 0.357206 -7.025624 -0.3 0.9 -0.8 -0.4623
C -1.274023 -0.669319 -7.609663 0.0 -0.4 -0.4 -1.2041
C 0.231125 -0.298625 -7.630969 0.2 -0.4 -0.4 -1.2202
C 0.742614 0.490257 -6.453873 0.3 0.5 -0.3 0.1819
C 0.791917 1.829818 -6.485923 0.4 -0.1 -0.6 -0.3063
C 0.359246 2.541926 -7.762742 0.0 0.5 -0.1 -1.0325
C -1.093013 2.256113 -8.248374 0.1 0.6 -0.1 -1.0033
C 1.252092 1.360804 0.733772 0.5 0.1 0.1 -1.4009
H -2.624735 2.442761 -6.719513 -0.1 -0.5 -0.4 0.2380
H -3.165464 -0.019172 -6.670035 0.5 0.2 0.5 1.2837
H -1.587610 -0.867404 -8.648533 0.1 -0.1 0.2 0.4228
H -1.382538 -1.634675 -7.096368 -0.2 0.2 0.1 0.3661
H 0.817342 -1.229282 -7.694823 -0.3 0.2 0.0 0.4980
H 0.439330 0.214147 -8.582561 0.1 0.0 0.5 0.2632
H 1.225457 -0.092177 -5.669091 -0.1 0.4 -0.3 0.8511
H 1.282256 2.448412 -5.716744 -0.3 -0.5 -0.2 0.4633
H 1.029950 2.252897 -8.595298 -0.1 0.2 0.5 0.3224
H 0.445371 3.636438 -7.675240 0.2 -0.5 0.2 0.3638
H -1.528143 3.229786 -8.535594 0.1 -0.4 0.0 0.4159
H -1.081978 1.673445 -9.188461 -0.1 0.0 0.6 0.3478
H 0.922791 1.957863 1.611552 -0.3 -0.2 -0.5 0.5015
H 2.052820 1.965491 0.290740 -0.1 -0.1 0.0 0.4760
H 1.770097 0.501009 1.204060 -0.3 0.1 -0.4 0.2981
P 1.443905 -0.310069 -1.928624 5.9 -1.8 -2.2 1.0443
P -1.590450 -0.967430 -1.961280 -4.1 -1.5 -2.6 0.7811
N 2.685030 0.821567 -2.615659 -1.6 -0.4 0.7 0.7432
N 2.624857 -1.619659 -1.424124 -0.8 1.5 0.2 0.7249
N -2.391122 0.358908 -2.770934 1.1 0.3 -0.7 0.5019
N -3.068781 -1.895249 -1.777424 1.6 -0.1 1.2 0.3573
C 0.787125 -1.131509 -3.410640 -0.3 0.0 -0.1 -0.4796
C -0.611891 -1.752963 -3.257889 0.3 -0.5 -0.1 -1.1577
C 2.741052 2.168715 -2.242989 0.8 0.5 -0.5 -0.4310
C 3.810346 2.778492 -2.881532 -1.0 -0.7 0.2 -0.8907
C 4.420445 1.795020 -3.725834 -1.2 -1.0 0.7 -0.7382
C 3.715071 0.601947 -3.538576 0.4 0.7 -0.2 -0.5705
C 3.517700 -1.426048 -0.370958 0.3 -0.9 0.4 -0.7758
C 4.223660 -2.599701 -0.141361 -0.7 1.0 -0.3 -0.5537
C 3.785895 -3.556587 -1.108074 -1.0 0.9 -0.5 -0.7701
C 2.812085 -2.927518 -1.882143 0.2 -0.9 0.4 -0.4044
C -2.303300 1.698145 -2.270472 0.2 -0.2 -0.1 0.0784
C -2.814495 2.525307 -3.283366 0.2 -0.2 0.5 -1.1291
C -3.164749 1.726452 -4.379101 0.2 -0.4 0.2 -0.8925
C -2.788478 0.417331 -4.087847 -0.3 0.5 1.0 -0.5979
C -4.288502 -2.029758 -2.464493 -0.5 -0.5 0.2 -0.3663
C -5.076585 -2.948705 -1.782525 1.4 0.8 0.0 -0.5846
C -4.333336 -3.378073 -0.630748 0.8 0.4 -0.3 -0.7706
C -3.113414 -2.738466 -0.659107 -1.0 -0.4 -0.1 -0.4119
H 1.512701 -1.877404 -3.761373 -0.2 0.3 0.1 1.3188
H 0.773174 -0.342244 -4.167746 -0.2 0.0 0.3 -1.6120
H -1.154793 -1.710994 -4.209933 0.1 -0.2 0.2 0.5752
H -0.546908 -2.808608 -2.948944 0.0 0.2 -0.1 0.4627
H 2.006156 2.583926 -1.572268 0.2 0.0 0.0 0.4689
H 4.102633 3.813035 -2.763552 -0.1 -0.2 0.0 0.4608
H 5.256543 1.956508 -4.396580 -0.1 -0.2 0.2 0.4712
H 3.867246 -0.368530 -3.990709 0.0 0.1 0.2 0.5192
H 3.553781 -0.479462 0.139748 0.1 0.0 0.0 0.4168
H 4.967716 -2.754572 0.631582 -0.1 0.1 -0.2 0.4656
H 4.134340 -4.582805 -1.213068 -0.1 0.4 -0.1 0.4507
H 2.248798 -3.331546 -2.713739 0.1 0.0 0.2 0.4494
H -2.438916 1.882284 -1.186755 -0.5 0.0 -0.9 0.1274
H -2.901050 3.600538 -3.215113 -0.2 -0.1 0.1 0.5279
H -3.651859 2.051801 -5.294227 0.3 -0.1 0.5 0.9644
H -2.782619 -0.469359 -4.714076 -0.1 0.3 0.3 0.6941
H -4.510698 -1.462484 -3.356802 0.1 -0.1 0.2 0.4468
H -6.064822 -3.295434 -2.051186 0.1 0.2 -0.1 0.4600
H -4.652279 -4.076403 0.130095 0.0 0.1 -0.1 0.4764
H -2.266425 -2.769265 0.007577 -0.1 -0.1 0.1 0.4966
Cl 0.827690 -2.604617 1.069855 -0.5 0.2 -0.1 -0.0850
C -0.474810 -1.709730 1.780491 -0.5 0.6 -0.3 0.8323
C -0.975816 -0.561925 1.112505 -0.1 0.5 0.2 -0.1209
C -1.900923 0.219084 1.804906 0.6 -1.0 0.8 0.4108
Cl -2.191978 1.853027 1.097882 -0.4 -0.1 0.6 -0.2644
C -2.377652 -0.085875 3.090757 0.3 0.2 0.0 -0.1731
Cl -3.316107 1.025319 3.995540 -0.1 -0.1 -0.3 -0.1521
C -1.934077 -1.283023 3.690443 0.5 -0.1 -0.7 0.3978
Cl -2.440013 -1.719403 5.252583 -0.1 0.1 -0.1 -0.1148
C -0.976066 -2.101893 3.026361 -0.2 0.4 -0.1 0.1966
Cl -0.388654 -3.528334 3.771651 -0.1 0.3 -0.1 -0.1093